Entry 1:
{
  "formula": "C25H32FN3O3",
  "method": "ωB97M-V/def2-TZVPD",
  "elements": ["C", "C", "N", "C", "C", "C", "C", "N", "C", "O", "C", "C", "C", "C", "O", "N", "C", "C", "C", "C", "O", "C", "C", "C", "C", "C", "C", "C", "C", "F", "C", "C", "H", "H", "H", "H", "H", "H", "H", "H", "H", "H", "H", "H", "H", "H", "H", "H", "H", "H", "H", "H", "H", "H", "H", "H", "H", "H", "H", "H", "H", "H", "H", "H"],
  "coordinates": [[-5.33781, -2.11451, 1.62352], [-5.66218, -0.83719, 0.83869], [-4.63530, -0.38397, -0.07669], [-4.33593, -1.30915, -1.15393], [-3.76975, -0.58768, -2.37279], [-3.46186, 0.18237, 0.55551], [-3.30715, 1.67206, 0.19321], [-1.99589, 2.15524, 0.56178], [-1.01510, 2.33629, -0.34727], [-1.20221, 2.30408, -1.54561], [0.36764, 2.58281, 0.24960], [0.92005, 3.95448, -0.12061], [2.27950, 4.11711, 0.54198], [3.20837, 2.91392, 0.46545], [4.38487, 3.03810, 0.73955], [2.66794, 1.70817, 0.13413], [3.51782, 0.56936, 0.06814], [3.55195, -0.22424, -1.06811], [4.35049, -1.35355, -1.12000], [5.14088, -1.69929, -0.03033], [5.95898, -2.78556, 0.02953], [6.04938, -3.62278, -1.09731], [5.11422, -0.89156, 1.10771], [4.30989, 0.22436, 1.15895], [1.30713, 1.52401, -0.34796], [0.77955, 0.15263, 0.00141], [0.88387, -0.33711, 1.29804], [0.34855, -1.56646, 1.63375], [-0.30154, -2.29731, 0.65594], [-0.83913, -3.49262, 0.97891], [-0.42417, -1.83385, -0.64082], [0.12312, -0.60422, -0.96037], [-4.41392, -2.00049, 2.18653], [-6.14207, -2.33294, 2.32113], [-5.22575, -2.96069, 0.95075], [-6.57331, -0.99803, 0.25502], [-5.85945, -0.01954, 1.53751], [-3.62886, -2.09441, -0.83501], [-5.27208, -1.79565, -1.43784], [-4.46261, 0.18192, -2.70138], [-2.81454, -0.12066, -2.15008], [-3.62613, -1.29710, -3.18455], [-2.55286, -0.34188, 0.23455], [-3.52367, 0.09204, 1.64574], [-3.40542, 1.80176, -0.88406], [-4.07572, 2.26536, 0.69390], [-1.76044, 2.11811, 1.54119], [0.33975, 2.47624, 1.33829], [0.24293, 4.74380, 0.21240], [1.00286, 4.02230, -1.20639], [2.82394, 4.96447, 0.12226], [2.15163, 4.32354, 1.60960], [2.95849, 0.03422, -1.93123], [4.34972, -1.94775, -2.01997], [6.42285, -3.08083, -1.97209], [5.08397, -4.08043, -1.33730], [6.75953, -4.40308, -0.82816], [5.73593, -1.16578, 1.94482], [4.30389, 0.84375, 2.04118], [1.27131, 1.64746, -1.44041], [1.39910, 0.24096, 2.05020], [0.42829, -1.96036, 2.63443], [-0.93758, -2.42818, -1.38003], [0.02400, -0.22214, -1.96502]],
  "atomic_forces_ev_per_a": [[-0.04, 0.30, -0.19], [-0.04, -0.20, 0.15], [-0.07, 0.03, 0.02], [0.06, 0.14, -0.17], [-0.12, -0.26, 0.20], [0.03, 0.38, -0.23], [-0.07, -0.26, -0.09], [-0.22, 0.03, 0.41], [0.29, 0.17, 0.63], [0.05, -0.02, -0.51], [0.06, 0.14, -0.64], [-0.07, -0.05, 0.20], [-0.02, 0.06, -0.07], [0.02, 0.56, 0.09], [0.15, 0.12, 0.04], [-0.08, -0.37, 0.06], [0.46, -0.21, -0.19], [0.05, 0.35, 0.28], [0.24, -0.36, -0.03], [-0.11, 0.14, 0.02], [-0.03, 0.21, 0.23], [0.00, -0.12, -0.16], [0.03, -0.16, -0.09], [-0.03, -0.09, -0.14], [-0.50, 0.03, 0.01], [-0.08, -0.05, -0.08], [-0.13, -0.01, -0.15], [-0.13, -0.16, -0.01], [0.01, 0.11, -0.11], [0.05, 0.07, -0.02], [-0.03, -0.24, 0.19], [0.09, 0.09, 0.17], [0.10, -0.03, 0.09], [-0.07, -0.08, 0.10], [0.02, -0.13, -0.03], [-0.03, 0.07, 0.09], [-0.09, -0.03, -0.03], [-0.09, -0.03, -0.01], [0.03, -0.07, 0.03], [-0.05, 0.11, -0.05], [0.16, 0.11, -0.01], [0.08, -0.05, -0.13], [-0.02, 0.03, 0.08], [0.05, -0.09, -0.01], [-0.06, 0.00, 0.12], [-0.03, -0.02, -0.09], [0.18, 0.04, -0.14], [0.03, -0.07, 0.00], [0.02, 0.03, -0.06], [-0.06, -0.01, -0.02], [0.05, -0.09, 0.09], [0.05, 0.00, -0.03], [-0.09, 0.04, -0.08], [0.02, -0.08, -0.06], [-0.03, -0.01, 0.02], [0.03, 0.03, 0.00], [-0.06, 0.03, -0.07], [0.08, -0.03, 0.11], [-0.01, 0.06, 0.07], [-0.07, -0.04, 0.16], [0.10, 0.07, 0.10], [0.00, -0.07, 0.10], [-0.07, -0.09, -0.06], [0.01, 0.07, -0.12]],
  "lowdin_charge": [-0.083, -0.254, -0.196, -0.257, -0.075, -0.174, -0.141, 0.083, -0.472, 0.077, -0.182, -0.131, -0.077, -0.427, 0.072, 0.058, -0.222, 0.000, -0.007, -0.275, -0.084, -0.092, 0.014, -0.005, -0.198, -0.197, -0.013, 0.012, -0.278, 0.057, -0.011, -0.026, 0.064, 0.069, 0.065, 0.112, 0.113, 0.109, 0.117, 0.079, 0.051, 0.072, 0.106, 0.118, 0.110, 0.122, 0.141, 0.151, 0.126, 0.130, 0.126, 0.130, 0.121, 0.103, 0.095, 0.095, 0.092, 0.119, 0.121, 0.158, 0.124, 0.120, 0.120, 0.124],
  "gap_ev": 8.6903,
  "relative_energy_kcal_mol": 0.0,
  "smiles": "CCN(CC)CCNC(=O)[C@@H]1CCC(=O)N(c2ccc(OC)cc2)[C@H]1c1ccc(F)cc1",
  "energy_ha": -1461.72688,
  "total_charge": 0
}



Entry 2:
{
  "formula": "C17H19NO2",
  "method": "ωB97M-V/def2-TZVPD",
  "elements": ["C", "O", "C", "C", "C", "C", "C", "C", "N", "C", "O", "C", "C", "C", "C", "C", "C", "C", "C", "C", "H", "H", "H", "H", "H", "H", "H", "H", "H", "H", "H", "H", "H", "H", "H", "H", "H", "H", "H"],
  "coordinates": [[-3.62844, -1.44975, -0.93327], [-4.31216, -0.69685, 0.03562], [-3.47276, -0.22069, 1.06515], [-2.45886, 0.79147, 0.58805], [-2.87389, 1.87395, -0.17961], [-1.94717, 2.79219, -0.63712], [-0.60296, 2.65441, -0.33795], [-0.18049, 1.57233, 0.42562], [1.15960, 1.34614, 0.75312], [2.27825, 1.90549, 0.20737], [2.28145, 2.85811, -0.53797], [3.54643, 1.16805, 0.60825], [3.76418, -0.02705, -0.34246], [2.59289, -0.96819, -0.31245], [1.59884, -0.89304, -1.28123], [0.48371, -1.70878, -1.21322], [0.34825, -2.61428, -0.17447], [1.33591, -2.70394, 0.79186], [2.44963, -1.88481, 0.72323], [-1.11492, 0.64492, 0.88237], [-4.37474, -1.77738, -1.65415], [-3.14627, -2.32678, -0.48226], [-2.86417, -0.85121, -1.44234], [-4.15043, 0.24324, 1.78897], [-2.95787, -1.06304, 1.55369], [-3.92140, 1.97717, -0.41877], [-2.27200, 3.63061, -1.23489], [0.11900, 3.36712, -0.69851], [1.30344, 0.52573, 1.32683], [4.38833, 1.85466, 0.51783], [3.47879, 0.81932, 1.64017], [3.90486, 0.35617, -1.35425], [4.67454, -0.54980, -0.04097], [1.69674, -0.18210, -2.08887], [-0.28193, -1.63711, -1.97133], [-0.52156, -3.25217, -0.12084], [1.23918, -3.41287, 1.60155], [3.21856, -1.95869, 1.48022], [-0.78055, -0.20252, 1.46704]],
  "atomic_forces_ev_per_a": [[0.06, -0.03, -0.09], [-0.16, 0.10, 0.09], [-0.04, 0.02, 0.17], [0.05, -0.07, -0.02], [-0.05, 0.00, 0.00], [-0.17, -0.12, 0.05], [0.24, 0.08, -0.04], [-0.22, 0.21, -0.14], [-0.12, -0.10, 0.41], [0.30, -0.22, 0.51], [0.00, 0.21, -0.33], [0.08, 0.09, -0.27], [-0.01, 0.05, 0.14], [0.14, -0.21, -0.16], [0.08, -0.10, -0.01], [-0.04, -0.02, -0.05], [-0.08, -0.08, 0.00], [-0.08, -0.05, 0.10], [0.06, 0.07, -0.05], [-0.11, 0.09, -0.01], [0.07, -0.04, -0.04], [0.00, -0.01, -0.01], [-0.02, -0.04, -0.02], [0.12, -0.09, -0.02], [-0.04, 0.09, -0.01], [-0.12, 0.03, -0.05], [-0.02, 0.08, -0.05], [0.03, 0.02, 0.00], [0.08, 0.14, -0.15], [-0.10, 0.03, 0.07], [0.02, -0.02, 0.02], [0.06, -0.02, 0.01], [0.00, 0.03, -0.07], [0.01, 0.11, -0.09], [-0.07, 0.02, -0.07], [-0.07, -0.06, 0.00], [-0.01, -0.06, 0.05], [0.10, -0.01, 0.08], [0.04, -0.13, 0.03]],
  "lowdin_charge": [-0.106, -0.182, -0.183, -0.217, -0.041, -0.064, -0.008, -0.212, 0.134, -0.478, 0.078, -0.090, -0.134, -0.259, -0.040, -0.078, -0.098, -0.085, -0.055, 0.017, 0.091, 0.084, 0.083, 0.134, 0.123, 0.117, 0.105, 0.099, 0.131, 0.121, 0.117, 0.122, 0.118, 0.123, 0.103, 0.097, 0.103, 0.115, 0.116],
  "gap_ev": 9.1417,
  "relative_energy_kcal_mol": 30.3,
  "smiles": "COCc1cccc(NC(=O)CCc2ccccc2)c1",
  "energy_ha": -864.45005,
  "total_charge": 0
}



Entry 3:
{
  "formula": "C9H14",
  "method": "ωB97M-V/def2-TZVPD",
  "elements": ["C", "C", "C", "C", "C", "C", "C", "H", "H", "H", "H", "H", "H", "H", "H", "C", "C", "H", "H", "H", "H", "H", "H"],
  "coordinates": [[-1.21122, 1.13861, -1.11994], [-1.42196, -0.06498, -0.23352], [-0.80384, -0.03459, 1.00992], [-1.05187, -1.06319, 1.91987], [-1.74034, -2.20234, 1.52932], [-2.27000, -2.25860, 0.23769], [-2.13628, -1.19153, -0.63450], [-0.18326, 1.11283, -1.50064], [-1.40441, 2.09069, -0.63358], [-1.75713, 1.15631, -2.06525], [-0.17254, 0.80054, 1.27885], [-0.89983, -0.82912, 2.96953], [-2.04977, -2.86988, 2.31876], [-2.72681, -3.22585, 0.05484], [-2.55585, -1.35781, -1.61876], [2.76085, 0.83579, 0.28421], [2.90184, 1.30531, -1.17586], [2.68331, 1.66894, 0.97978], [1.79898, 0.33160, 0.36036], [3.53503, 0.18381, 0.68042], [3.87895, 1.24889, -1.65288], [2.64712, 2.36943, -1.13910], [2.17901, 0.85512, -1.84951]],
  "atomic_forces_ev_per_a": [[0.43, -0.25, -1.05], [0.32, 0.57, -0.63], [-0.60, -0.66, 0.11], [-0.28, 0.68, 0.09], [-0.43, 1.39, 0.30], [0.63, -0.90, 1.25], [-0.02, -0.90, 0.14], [0.13, 0.29, 0.42], [0.13, -0.03, 0.23], [-0.53, -0.34, 0.26], [-0.24, 0.20, 0.13], [0.60, -0.51, -0.03], [0.16, -0.55, -0.24], [-0.39, 0.39, -0.83], [0.00, 0.65, -0.13], [-0.40, -0.23, -0.18], [-0.09, 1.02, 0.38], [0.19, 0.21, -0.08], [0.13, -0.30, 0.20], [0.07, -0.17, -0.29], [0.13, -0.23, 0.32], [0.05, -0.01, -0.43], [0.00, -0.30, 0.04]],
  "lowdin_charge": [-0.049, -0.274, -0.073, -0.088, -0.102, -0.094, -0.050, 0.064, 0.080, 0.075, 0.102, 0.103, 0.096, 0.101, 0.109, -0.155, -0.160, 0.060, 0.030, 0.061, 0.058, 0.061, 0.044],
  "gap_ev": 10.0956,
  "relative_energy_kcal_mol": 16.7,
  "smiles": "Cc1ccccc1.CC",
  "energy_ha": -351.30363,
  "total_charge": 0
}



Entry 4:
{
  "formula": "C3H6O",
  "method": "ωB97M-V/def2-TZVPD",
  "elements": ["C", "C", "C", "O", "H", "H", "H", "H", "H", "H"],
  "coordinates": [[-1.37581, 0.03616, 0.23793], [0.13311, 0.04264, 0.51000], [1.30027, -0.31361, -0.44229], [0.29087, 0.96461, 1.27231], [-1.71380, 1.08326, 0.08372], [-1.52551, -0.50951, -0.67160], [-1.93774, -0.34680, 1.09960], [1.23707, -1.20428, -1.07338], [1.32420, 0.57577, -1.09262], [2.26733, -0.32823, 0.07633]],
  "atomic_forces_ev_per_a": [[0.02, -1.00, -0.80], [-1.16, 2.89, -0.80], [-0.22, -0.16, 0.19], [2.34, 0.02, 1.77], [0.54, -0.70, 0.10], [-0.92, -0.62, -0.46], [0.23, -0.21, -0.41], [-0.36, 0.09, 0.24], [-0.01, -0.34, 0.03], [-0.46, 0.03, 0.16]],
  "lowdin_charge": [-0.038, -0.443, -0.018, 0.028, 0.094, 0.054, 0.084, 0.069, 0.090, 0.080],
  "gap_ev": 10.0869,
  "relative_energy_kcal_mol": 22.8,
  "smiles": "CC(C)=O",
  "energy_ha": -193.10689,
  "total_charge": 0
}



Entry 5:
{
  "formula": "C11H11ClCsO5",
  "method": "ωB97M-V/def2-TZVPD",
  "elements": ["Cs", "O", "C", "O", "C", "O", "C", "C", "O", "O", "H", "H", "H", "H", "H", "Cl", "C", "C", "C", "C", "C", "C", "C", "H", "H", "H", "H", "H", "H"],
  "coordinates": [[0.44056, -1.51760, 0.38176], [-4.10087, 1.88129, 1.94844], [-3.13054, 0.97014, 1.68576], [-2.70122, 0.80271, 0.57822], [-2.66989, 0.28643, 2.94929], [-1.64382, -0.58599, 2.64390], [-1.20494, -1.35955, 3.76483], [-0.17905, -2.36142, 3.18158], [0.99704, -2.28684, 3.56767], [-0.62508, -3.03690, 2.22889], [-4.31984, 2.28456, 1.09902], [-3.54446, -0.22498, 3.38146], [-2.37493, 1.07057, 3.66452], [-2.05970, -1.88913, 4.20274], [-0.73975, -0.69745, 4.50158], [2.41191, -2.35625, -2.36934], [1.97650, -0.67047, -2.82486], [1.39631, -0.53050, -4.06588], [1.10913, 0.72869, -4.57669], [1.46813, 1.82801, -3.78178], [2.06866, 1.67852, -2.56318], [2.39559, 0.40059, -1.97552], [2.98871, 0.28231, -0.73790], [1.16953, -1.43466, -4.61749], [0.63692, 0.84679, -5.54167], [1.27491, 2.83620, -4.13559], [2.34070, 2.56749, -2.00323], [3.29572, 1.16954, -0.20165], [3.32375, -0.68212, -0.38488]],
  "atomic_forces_ev_per_a": [[0.31, 0.65, -0.93], [0.01, -0.19, 0.21], [0.23, 0.30, -0.27], [-0.06, -0.14, 0.20], [-0.21, 0.09, -0.01], [-0.01, -0.03, 0.08], [0.07, 0.00, -0.03], [0.09, 0.25, 0.01], [0.00, 0.07, 0.29], [-0.59, -0.89, 0.52], [-0.03, 0.06, -0.12], [0.06, -0.02, 0.02], [0.01, -0.05, -0.03], [0.01, 0.01, 0.02], [-0.01, -0.08, 0.04], [-0.07, 0.39, 0.02], [0.34, -0.60, 0.02], [-0.11, 0.10, 0.01], [-0.02, -0.13, -0.03], [-0.04, 0.08, -0.06], [0.01, 0.11, 0.10], [-0.20, 0.12, -0.02], [0.09, -0.12, -0.04], [-0.03, 0.05, -0.09], [-0.01, 0.01, -0.01], [-0.02, -0.02, -0.04], [0.02, -0.03, 0.05], [0.03, 0.00, 0.03], [0.13, 0.02, 0.07]],
  "lowdin_charge": [1.241, 0.094, -0.482, 0.128, -0.154, -0.185, -0.121, -0.843, -0.051, -0.297, 0.121, 0.145, 0.146, 0.123, 0.122, 0.517, -0.620, -0.180, -0.162, -0.152, -0.090, -0.446, -0.176, 0.085, 0.070, 0.086, 0.094, 0.013, -0.023],
  "gap_ev": 4.6435,
  "energy_ha": -1282.36288,
  "total_charge": -1
}



Entry 6:
{
  "formula": "C4H8O2",
  "method": "ωB97M-V/def2-TZVPD",
  "elements": ["C", "C", "O", "C", "C", "O", "H", "H", "H", "H", "H", "H", "H", "H"],
  "coordinates": [[-1.08148, 0.37010, -1.35605], [-0.25784, 0.63471, -0.15437], [-0.49404, 1.72475, 0.50558], [0.21896, -0.57299, 1.64129], [0.81074, -0.30188, 0.32203], [1.03854, -1.36862, -0.59561], [-1.97746, 0.99128, -1.38669], [-1.33265, -0.69502, -1.36045], [-0.47735, 0.54187, -2.25558], [-0.10987, 1.43199, 1.40763], [0.92863, -0.72522, 2.45223], [-0.59573, -1.29612, 1.62228], [1.71613, 0.31384, 0.46260], [1.61342, -1.04870, -1.30488]],
  "atomic_forces_ev_per_a": [[-0.07, 0.05, 0.06], [-0.09, 0.03, -0.21], [0.17, -0.31, 0.01], [0.09, -0.34, 0.17], [-0.14, 0.49, 0.11], [0.15, 0.00, -0.18], [0.14, -0.08, 0.03], [0.04, 0.11, 0.00], [-0.03, -0.04, 0.13], [-0.05, 0.15, -0.07], [-0.10, 0.04, -0.12], [0.06, 0.09, -0.01], [-0.10, -0.08, -0.01], [-0.07, -0.13, 0.09]],
  "lowdin_charge": [0.023, -0.271, 0.095, -0.085, -0.478, -0.033, 0.095, 0.109, 0.108, 0.137, 0.023, 0.031, 0.156, 0.092],
  "gap_ev": [7.0191, 7.0174],
  "relative_energy_kcal_mol": 101.7,
  "energy_ha": -307.55043,
  "total_charge": 0
}



no.,M (g mol⁻¹)
1,441.5
2,269.3
3,122.2
4,58.1
5,391.6
6,88.1